Here is a cluster of 9 separate species, C21H49Cl10NO4 in total in a non-equilibrium geometry from the Open Molecules 2025 dataset. Energies are from the ωB97M-V functional and the def2-TZVPD basis.

As for the HOMO-LUMO gap: 9.1347 eV. The calculation puts the electronic energy at -5787.2031 Eh. As for the spin multiplicity: 1. The SMILES is CC(N)=O.CC(C)O.CC(C)O.CC(C)O.ClCCCl.ClCCCl.ClCCCl.ClCCCl.ClCCCl. The value obtained for the relative energy (zero: lowest compared OMol25 entry of this formula, charge and spin) is 9.9 kcal per mole.

Geometry (Å):
Cl  -0.125  3.195  1.446
C  0.848  1.736  1.120
C  0.006  0.669  0.451
Cl  -0.343  1.251  -1.227
H  1.228  1.426  2.092
H  1.681  1.989  0.471
H  -0.934  0.515  0.968
H  0.579  -0.235  0.277
Cl  -2.335  0.769  3.272
C  -3.925  0.543  2.463
C  -4.638  -0.648  3.009
Cl  -3.882  -2.178  2.522
H  -3.749  0.483  1.394
H  -4.488  1.446  2.691
H  -5.674  -0.654  2.660
H  -4.725  -0.617  4.094
Cl  -2.006  5.246  -5.166
C  -1.648  5.078  -3.433
C  -1.748  3.665  -2.930
Cl  -3.398  3.037  -2.974
H  -2.231  5.770  -2.832
H  -0.606  5.391  -3.323
H  -1.320  3.676  -1.925
H  -1.090  2.999  -3.489
Cl  4.081  2.187  2.090
C  4.368  0.428  2.237
C  5.114  -0.129  1.059
Cl  4.138  -0.026  -0.422
H  3.379  -0.028  2.261
H  4.914  0.280  3.164
H  5.288  -1.194  1.234
H  6.105  0.295  0.915
Cl  1.841  4.539  5.356
C  0.994  3.416  6.440
C  0.301  2.323  5.690
Cl  1.440  1.150  5.000
H  0.253  3.986  7.000
H  1.699  3.010  7.162
H  -0.313  2.704  4.874
H  -0.408  1.778  6.314
C  -0.369  -3.496  4.289
C  0.793  -2.791  3.587
C  0.346  -1.582  2.785
O  1.769  -2.459  4.566
H  -0.247  -4.587  4.278
H  -1.371  -3.366  3.868
H  -0.425  -3.217  5.342
H  1.248  -3.532  2.919
H  -0.497  -1.778  2.127
H  1.155  -1.293  2.102
H  0.088  -0.748  3.438
H  1.946  -1.515  4.522
C  2.153  2.615  -3.420
C  1.959  2.163  -4.854
C  2.298  0.688  -5.013
O  0.546  2.263  -5.183
H  1.791  1.846  -2.741
H  1.568  3.519  -3.227
H  3.200  2.828  -3.195
H  2.562  2.737  -5.560
H  1.998  0.339  -6.001
H  1.833  0.090  -4.231
H  3.382  0.540  -4.976
H  0.367  3.164  -5.468
C  -0.455  -5.650  -0.764
C  -0.918  -4.204  -0.852
C  0.058  -3.314  -1.610
O  -2.189  -4.149  -1.537
H  0.337  -5.797  -0.026
H  -0.213  -6.042  -1.750
H  -1.279  -6.257  -0.371
H  -1.082  -3.819  0.159
H  1.014  -3.355  -1.082
H  -0.293  -2.282  -1.612
H  0.155  -3.688  -2.628
H  -2.885  -4.206  -0.876
O  -2.212  -0.963  -6.155
C  -2.075  -0.886  -4.948
N  -1.315  0.099  -4.369
C  -2.745  -1.836  -3.963
H  -1.095  0.075  -3.386
H  -0.785  0.728  -4.953
H  -2.050  -2.442  -3.391
H  -3.384  -2.514  -4.524
H  -3.353  -1.196  -3.321